No. 1
# C32H21F9FeN4O11P3

A structure of composition C32H21F9FeN4O11P3 (the ωB97M-V functional and the def2-TZVPD basis, the Open Molecules 2025 dataset).

Geometry as XYZ:
```
81
Properties=species:S:1:pos:R:3:forces:R:3:lowdin_charge:R:1
Fe 1.096 2.139 0.045 0.0 -0.2 -0.1 1.013
O 0.729 0.665 5.820 0.2 0.0 0.0 0.133
C -0.457 1.131 5.456 -0.2 -0.3 -0.1 -0.497
O -1.395 1.164 6.210 0.1 0.1 0.0 0.112
C -0.630 1.537 4.031 0.1 0.1 0.0 -0.037
C -1.826 2.005 3.525 0.0 0.0 0.1 0.033
N -1.643 2.225 2.217 0.0 0.1 -0.1 0.067
N -0.406 1.930 1.827 0.0 -0.2 -0.1 0.040
C 0.228 1.521 2.913 0.1 0.1 0.1 -0.153
C 1.673 1.204 2.742 0.0 -0.1 -0.2 -0.518
O 2.360 0.831 3.678 0.0 0.0 0.1 0.100
O 2.095 1.344 1.525 -0.1 0.1 0.1 -0.130
H 1.396 0.701 5.087 0.0 0.1 0.0 0.072
H -2.765 2.182 4.021 0.0 0.0 0.0 0.148
H -2.287 2.626 1.554 0.0 0.0 0.0 0.156
O -1.226 5.127 0.914 0.0 0.1 0.0 -0.122
P 0.292 5.258 0.394 0.0 -0.2 0.1 0.252
O 0.891 6.544 0.722 0.0 0.0 0.0 -0.234
O 0.946 3.937 0.792 0.1 0.2 0.0 -0.350
O 0.069 5.102 -1.235 0.1 0.0 -0.1 -0.231
P 0.520 3.755 -1.950 0.0 0.2 0.1 0.194
O 0.160 4.018 -3.462 0.0 0.0 -0.1 -0.068
O 1.955 3.429 -1.667 0.0 0.0 0.0 -0.278
O -0.315 2.579 -1.434 0.0 0.0 0.1 -0.363
H -1.547 5.997 1.188 0.0 -0.1 0.0 0.087
H 0.348 4.917 -3.763 0.0 -0.1 0.0 0.104
F -1.056 -2.063 -6.750 0.0 0.0 0.0 0.142
C -1.230 -2.915 -5.729 0.0 0.0 0.0 -0.588
F -0.432 -3.974 -5.946 0.0 0.0 0.0 0.145
F -2.498 -3.362 -5.793 0.0 0.0 0.0 0.149
C -0.943 -2.277 -4.397 0.0 0.0 0.0 -0.112
C -0.832 -0.903 -4.279 0.0 0.1 0.0 0.012
C -0.582 -0.342 -3.033 0.0 0.0 0.0 -0.081
C -0.444 -1.148 -1.909 0.0 0.0 0.0 -0.326
C -0.594 -2.531 -2.038 0.1 0.0 0.1 -0.056
C -0.832 -3.094 -3.278 0.0 0.0 0.0 0.006
P -0.252 -0.319 -0.286 0.0 -0.1 0.0 1.129
C -2.016 -0.288 0.193 0.0 0.1 0.0 -0.333
C -2.649 -1.228 0.997 0.0 0.0 0.0 -0.054
C -4.004 -1.112 1.271 0.0 0.0 0.0 0.009
C -4.733 -0.068 0.722 0.0 0.0 0.0 -0.114
C -4.119 0.858 -0.109 0.0 0.0 0.0 0.002
C -2.762 0.752 -0.366 0.0 0.0 0.0 -0.092
C -6.192 0.057 1.065 0.0 0.0 0.0 -0.588
F -6.826 -1.123 0.971 0.0 0.0 0.0 0.148
F -6.355 0.490 2.330 0.0 0.0 0.0 0.145
F -6.829 0.924 0.264 0.0 0.0 0.0 0.142
C 0.584 -1.531 0.782 0.0 0.0 0.0 -0.338
C 0.309 -1.593 2.150 0.0 0.0 0.0 -0.083
C 1.097 -2.354 2.996 0.0 0.0 0.0 0.019
C 2.173 -3.063 2.482 0.0 0.0 0.0 -0.102
C 2.463 -3.012 1.129 0.0 0.0 0.0 0.011
C 1.675 -2.244 0.286 0.0 0.0 0.0 -0.087
C 3.029 -3.862 3.427 0.0 0.0 0.0 -0.586
F 3.691 -3.063 4.279 0.0 0.0 0.0 0.156
F 3.942 -4.603 2.779 0.0 0.0 0.0 0.139
F 2.284 -4.699 4.170 0.0 0.0 0.0 0.147
H -0.939 -0.271 -5.150 0.0 0.0 0.0 0.126
H -0.522 0.735 -2.928 0.0 0.0 0.0 0.083
H -0.533 -3.170 -1.167 0.0 0.0 0.0 0.113
H -0.944 -4.166 -3.378 0.0 0.0 0.0 0.130
H -2.098 -2.063 1.411 0.0 0.0 0.0 0.104
H -4.494 -1.841 1.903 0.0 0.0 0.0 0.131
H -4.698 1.658 -0.551 0.0 0.0 0.0 0.126
H -2.272 1.485 -0.998 0.0 0.0 0.0 0.088
H -0.519 -1.036 2.569 0.0 0.0 0.0 0.101
H 0.879 -2.386 4.056 0.0 0.0 0.0 0.138
H 3.303 -3.567 0.733 0.0 0.0 0.0 0.126
H 1.922 -2.199 -0.767 0.0 0.0 0.0 0.105
N 5.932 -2.303 -3.863 0.0 0.0 0.0 0.183
C 5.224 -1.619 -3.272 0.0 0.0 0.0 -0.158
C 4.326 -0.770 -2.534 0.0 0.0 0.0 -0.204
C 4.475 -0.608 -1.165 0.0 0.0 0.0 0.012
C 3.571 0.194 -0.491 0.1 0.0 0.0 -0.091
N 2.574 0.835 -1.110 0.1 0.0 0.1 0.011
C 2.460 0.702 -2.435 0.0 0.0 0.0 -0.111
C 3.296 -0.100 -3.185 0.0 0.0 0.0 0.025
H 5.272 -1.098 -0.624 0.0 0.0 0.0 0.131
H 3.636 0.335 0.578 0.0 0.0 0.0 0.114
H 1.674 1.268 -2.909 0.0 0.0 0.0 0.096
H 3.151 -0.192 -4.252 0.0 0.0 0.0 0.130
```
Forces are in eV/Å.

Summary:
E ... -5465.75337 a.u.
Spin multiplicity ... 6
E_HOMO (alpha / beta) ... -0.3579 / -0.3658 hartree
Frontier orbital gap (alpha / beta) ... 0.3127 / 0.2850 Ha
LUMO (alpha / beta) ... -0.0452 / -0.0808 Eh

***

No. 2
# C32H21HoN7O4

A structure of composition C32H21HoN7O4 (the ωB97M-V functional and the def2-TZVPD basis, the Open Molecules 2025 dataset).

Geometry as XYZ:
```
65
Properties=species:S:1:pos:R:3:forces:R:3:lowdin_charge:R:1
Ho 0.057 -0.672 0.054 -0.5 -0.4 0.5 1.691
O -0.214 2.754 2.130 -0.1 0.1 -0.2 0.114
C -0.252 2.158 1.076 -0.1 0.3 0.1 -0.487
N 0.763 1.463 0.466 -0.1 -0.3 0.0 -0.044
C 2.067 1.806 0.721 0.2 0.1 -0.1 -0.460
O 2.473 2.792 1.289 0.0 -0.1 0.0 0.123
C 3.049 0.813 0.129 0.3 0.1 0.0 -0.191
C 4.404 1.050 0.303 0.0 0.0 0.0 0.024
C 5.317 0.166 -0.246 -0.2 -0.1 0.0 -0.017
C 4.834 -0.900 -0.993 0.0 0.1 0.0 -0.027
C 3.466 -1.063 -1.117 -0.1 -0.2 -0.1 -0.128
N 2.574 -0.247 -0.545 -0.4 0.2 0.2 0.012
C -1.566 2.054 0.325 -0.2 0.1 0.1 -0.188
C -2.526 3.032 0.539 0.0 -0.1 0.0 0.029
C -3.736 2.942 -0.129 0.1 -0.1 0.0 -0.014
C -3.941 1.873 -0.990 0.1 0.0 0.0 -0.029
C -2.935 0.938 -1.139 0.0 -0.1 -0.1 -0.123
N -1.764 1.010 -0.500 0.4 0.0 0.2 0.000
H 4.709 1.924 0.860 0.0 0.0 0.0 0.129
H 6.379 0.305 -0.101 0.0 0.0 0.0 0.121
H 5.503 -1.599 -1.472 0.0 0.0 0.0 0.117
H 3.061 -1.879 -1.702 0.0 0.0 0.1 0.107
H -2.301 3.839 1.221 0.0 0.0 0.0 0.131
H -4.506 3.685 0.017 0.0 0.1 0.0 0.122
H -4.864 1.755 -1.537 0.0 0.0 0.0 0.117
H -3.068 0.095 -1.806 0.0 0.0 0.0 0.110
O -6.065 -3.467 3.785 -0.1 -0.1 -0.1 0.098
N -5.036 -3.445 4.427 -0.1 0.2 0.2 -0.342
O -4.879 -3.925 5.525 0.0 -0.1 0.0 0.118
C -3.901 -2.699 3.866 0.5 0.3 0.1 -0.065
C -3.110 -2.049 4.748 -0.4 -0.3 -0.1 0.089
C -2.006 -1.271 4.303 0.2 0.1 -0.4 -0.120
C -1.175 -0.585 5.206 0.1 0.0 -0.1 0.031
C -0.099 0.109 4.718 -0.1 -0.1 0.1 0.008
C 0.135 0.101 3.342 0.0 0.1 0.0 -0.100
N -0.634 -0.528 2.462 0.1 0.2 -0.1 0.045
C -1.708 -1.204 2.931 -0.1 0.0 0.2 -0.144
C -2.551 -1.902 1.988 -0.3 0.0 0.1 -0.149
N -2.231 -1.817 0.676 0.4 -0.1 -0.1 0.038
C -2.950 -2.506 -0.192 0.1 0.1 -0.1 -0.120
C -4.034 -3.303 0.169 -0.1 0.0 0.2 -0.007
C -4.403 -3.365 1.490 0.1 0.0 -0.2 0.043
C -3.656 -2.654 2.449 0.1 0.0 -0.2 -0.049
H -3.315 -2.119 5.808 0.0 0.0 0.0 0.145
H -1.385 -0.625 6.266 0.0 0.0 0.0 0.136
H 0.572 0.651 5.367 0.0 0.0 0.0 0.131
H 0.978 0.656 2.948 0.0 0.0 0.0 0.117
H -2.653 -2.434 -1.233 0.0 0.0 0.0 0.119
H -4.577 -3.857 -0.583 0.0 0.0 0.0 0.122
H -5.260 -3.948 1.786 0.0 0.0 0.0 0.118
C 0.695 -3.029 -0.237 0.1 -0.1 0.0 -0.251
C 0.777 -3.175 1.228 0.3 -0.2 -0.2 -0.386
C 1.806 -2.556 1.974 -0.1 -0.1 -0.3 -0.075
C 1.838 -2.629 3.352 -0.1 -0.1 0.3 -0.025
C 0.836 -3.314 4.042 0.2 0.1 -0.6 -0.235
C -0.156 -3.983 3.320 -0.1 0.0 0.0 -0.016
C -0.181 -3.913 1.946 0.0 0.1 0.0 -0.050
C 0.785 -3.288 5.461 0.0 0.0 0.4 -0.193
N 0.684 -3.218 6.604 0.0 0.0 0.1 0.181
H 0.010 -3.774 -0.650 0.0 0.1 -0.1 0.038
H 1.680 -3.200 -0.679 -0.1 0.2 -0.1 0.026
H 2.623 -2.062 1.455 -0.1 0.0 0.0 0.104
H 2.632 -2.156 3.915 0.0 0.0 0.0 0.131
H -0.907 -4.552 3.854 0.0 0.0 0.0 0.131
H -0.943 -4.448 1.392 0.0 0.0 0.0 0.120
```
Forces are in eV/Å.

Summary:
E ... -2864.22570 a.u.
Spin multiplicity ... 5
E_HOMO (alpha / beta) ... -0.3929 / -0.3931 hartree
Frontier orbital gap (alpha / beta) ... 0.2517 / 0.2522 Ha
Net charge ... +1
LUMO (alpha / beta) ... -0.1413 / -0.1410 Eh

***

No. 3
# C32H22AuBrF4N3OP

A structure of composition C32H22AuBrF4N3OP at a distorted geometry (the ωB97M-V functional and the def2-TZVPD basis, the Open Molecules 2025 dataset).

Geometry as XYZ:
```
65
Properties=species:S:1:pos:R:3:forces:R:3:lowdin_charge:R:1
Au -0.755 0.624 -1.654 0.7 1.0 0.0 0.824
C 2.185 -2.748 -2.481 -0.3 -0.2 -0.3 0.019
C 1.353 -1.506 -2.430 0.2 0.0 -0.2 -0.206
N 0.271 -1.453 -1.738 -0.7 0.5 0.7 0.014
N -0.345 -2.335 -1.060 1.1 0.0 0.2 0.142
C -1.569 -2.085 -0.522 -0.9 0.4 0.1 -0.415
O -2.074 -0.950 -0.593 -0.3 -0.6 -0.3 -0.079
C -2.230 -3.189 0.174 0.1 -0.3 0.0 -0.164
C -3.524 -3.005 0.661 0.1 0.1 0.0 -0.014
C -4.171 -4.043 1.304 0.0 0.0 0.0 -0.049
C -3.533 -5.267 1.464 0.0 0.1 0.0 -0.042
C -2.237 -5.449 0.993 0.0 -0.1 0.0 -0.052
C -1.587 -4.418 0.343 0.0 0.2 -0.1 -0.021
C 1.674 -0.345 -3.272 0.2 0.5 0.0 -0.217
C 2.807 -0.279 -4.070 0.0 -0.2 0.1 0.026
C 2.955 0.778 -4.958 -0.1 0.1 0.0 -0.002
C 1.960 1.738 -5.043 0.1 0.0 0.1 -0.008
C 0.887 1.645 -4.171 0.1 0.0 0.0 -0.108
N 0.761 0.643 -3.305 -0.6 -0.2 -0.7 -0.022
H 1.706 -3.542 -1.915 0.1 0.0 0.0 0.085
H 3.172 -2.547 -2.061 0.0 0.1 0.0 0.110
H 2.314 -3.077 -3.513 0.0 0.0 0.0 0.106
H -4.011 -2.049 0.520 0.0 0.0 0.0 0.122
H -5.176 -3.904 1.679 0.0 0.0 0.0 0.116
H -4.050 -6.083 1.950 0.0 0.0 0.0 0.118
H -1.743 -6.401 1.133 0.0 0.0 0.0 0.115
H -0.584 -4.546 -0.044 0.0 -0.1 0.1 0.110
H 3.567 -1.045 -4.015 0.0 0.0 0.0 0.126
H 3.834 0.842 -5.585 0.0 0.0 0.0 0.131
H 2.008 2.546 -5.759 0.0 0.0 0.0 0.127
H 0.099 2.387 -4.166 0.0 0.0 -0.1 0.111
F -3.086 6.181 2.275 0.0 0.1 0.0 0.198
C -2.435 5.120 1.868 0.1 -0.1 0.1 -0.113
C -1.570 4.460 2.730 0.0 0.0 -0.1 -0.119
F -1.388 4.894 3.956 0.0 0.0 0.1 0.186
C -0.898 3.338 2.277 0.0 -0.1 -0.3 -0.202
F -0.065 2.712 3.102 0.0 0.1 0.1 0.129
C -1.063 2.844 0.982 0.1 -0.2 0.1 -0.284
P -0.096 1.367 0.538 -0.2 -0.5 0.2 1.068
C 1.648 1.814 0.576 -0.2 -0.2 -0.1 -0.347
C 2.436 1.584 1.707 0.0 0.1 -0.1 -0.072
C 3.773 1.944 1.680 0.0 0.0 0.1 -0.038
C 4.326 2.517 0.543 0.0 0.0 0.0 -0.036
C 3.538 2.758 -0.575 0.0 0.1 -0.1 -0.054
C 2.200 2.407 -0.563 -0.1 -0.1 0.1 -0.099
C -0.450 0.065 1.706 0.2 0.1 -0.1 -0.373
C 0.468 -0.986 1.813 -0.1 0.1 0.0 -0.101
C 0.205 -2.033 2.677 0.0 -0.1 0.0 -0.045
C -0.980 -2.052 3.403 0.1 0.0 0.0 -0.031
C -1.912 -1.032 3.258 -0.1 0.1 0.0 -0.040
C -1.660 0.024 2.402 0.1 0.0 0.0 -0.066
C -1.921 3.533 0.131 0.0 0.1 0.2 -0.538
Br -2.222 3.039 -1.675 0.4 -0.7 0.1 0.955
C -2.602 4.656 0.569 0.0 -0.1 -0.2 -0.249
F -3.415 5.299 -0.251 0.0 0.1 0.0 0.117
H 2.014 1.154 2.603 0.0 -0.1 0.0 0.112
H 4.384 1.779 2.557 0.0 0.0 0.0 0.123
H 5.373 2.787 0.531 0.0 0.0 0.0 0.122
H 3.968 3.225 -1.451 0.0 0.0 0.0 0.116
H 1.574 2.591 -1.429 0.1 0.0 0.0 0.081
H 1.379 -0.976 1.227 0.1 0.0 0.0 0.110
H 0.923 -2.835 2.791 0.0 0.0 0.0 0.121
H -1.181 -2.868 4.084 0.0 0.0 0.0 0.124
H -2.840 -1.062 3.814 0.0 0.0 0.0 0.124
H -2.390 0.814 2.273 0.0 0.0 0.1 0.120
```
Forces are in eV/Å.

Summary:
E ... -4922.00106 a.u.
E_HOMO (alpha / beta) ... -0.5149 / -0.5147 hartree
Frontier orbital gap (alpha / beta) ... 0.1732 / 0.1725 Ha
Net charge ... +2
LUMO (alpha / beta) ... -0.3417 / -0.3422 Eh